# 1
54
Properties=species:S:1:pos:R:3:mulliken_spin:R:1 method="wB97M-V/def2-TZVPD" lumo_energy_ev="-6.69 / -8.69" total_energy_ev=-82409.16476 total_charge=+2 s2=0.753 de_lowest_kj_mol=231.3 multiplicity=2 largest_force_ev_per_a=4.575
Ta -1.526 0.302 0.524 0.0057
C 2.721 3.022 4.024 0.0007
C 3.239 1.620 3.813 -0.0012
O 3.083 1.230 2.406 0.0020
P 2.046 0.212 1.870 -0.0253
S 2.439 0.049 -0.115 0.9270
S 0.133 0.793 2.448 0.0342
O 2.403 -1.110 2.627 0.0198
C 1.720 -2.389 2.608 0.0030
C 2.302 -3.214 3.734 -0.0002
H 2.856 3.293 5.070 0.0000
H 1.661 3.083 3.780 0.0001
H 3.267 3.734 3.408 0.0000
H 2.722 0.899 4.448 0.0002
H 4.307 1.557 4.005 -0.0002
H 1.903 -2.855 1.639 -0.0015
H 0.648 -2.225 2.733 -0.0018
H 3.387 -3.242 3.646 0.0002
H 1.929 -4.236 3.683 0.0002
H 2.039 -2.784 4.698 0.0003
C 1.738 3.242 -1.835 -0.0020
C 0.464 2.615 -1.408 0.0116
O 0.376 1.946 -0.373 0.0317
C -0.739 2.708 -2.297 0.0015
C -0.687 2.085 -3.541 0.0000
C -1.866 1.793 -4.216 0.0009
C -3.093 2.172 -3.668 -0.0004
C -3.127 2.925 -2.474 0.0005
C -1.951 3.192 -1.796 -0.0001
H 2.590 2.675 -1.464 -0.0036
H 1.785 4.240 -1.386 0.0008
H 1.781 3.371 -2.914 0.0006
H 0.258 1.759 -3.956 -0.0003
H -1.837 1.283 -5.169 0.0001
H -4.008 2.000 -4.225 0.0000
H -4.069 3.331 -2.124 -0.0001
H -1.970 3.761 -0.876 0.0011
N -2.030 -4.160 -2.096 0.0001
C -1.013 -4.538 -1.340 0.0000
N -0.590 -5.793 -1.333 0.0001
N -0.359 -3.678 -0.553 0.0006
C -0.482 -2.499 -0.203 0.0021
N -0.434 -1.412 0.258 0.0033
H -2.497 -4.810 -2.708 0.0000
H -2.364 -3.205 -2.097 0.0000
H -1.051 -6.517 -1.858 0.0000
H 0.196 -6.049 -0.759 0.0000
F -2.318 -1.281 -3.158 0.0000
Te -3.179 0.067 -1.982 0.0002
F -1.957 2.039 0.934 0.0000
F -3.091 -1.568 -0.795 -0.0001
F -2.435 -0.542 1.854 -0.0006
F -3.801 0.719 -0.132 -0.0001
O -1.522 0.392 -1.361 -0.0109

---

# 2
53
Properties=species:S:1:pos:R:3:mulliken_spin:R:1 method="wB97M-V/def2-TZVPD" lumo_energy_ev="-4.38 / -3.57" total_energy_ev=-92081.76780 total_charge=+1 s2=0.787 multiplicity=2 largest_force_ev_per_a=2.755
V 0.477 -0.926 -0.057 1.1730
O -3.182 -0.553 1.766 -0.0010
P -1.620 -0.683 1.772 -0.0022
O -0.966 0.098 2.799 -0.0001
O -1.118 -0.341 0.282 -0.0388
O -1.430 -2.305 1.791 -0.0012
P -0.484 -3.419 1.086 0.0040
O -1.559 -4.365 0.408 -0.0002
O 0.439 -4.120 1.972 0.0025
O 0.150 -2.679 -0.167 -0.0054
H -3.670 -1.252 1.323 0.0002
H -1.699 -5.163 0.924 -0.0001
C -1.773 -2.348 -2.422 0.0019
Si -0.354 -1.392 -3.100 0.0180
C 0.908 -2.529 -3.820 -0.0001
C -1.129 -0.125 -4.200 -0.0006
N 0.582 -0.484 -1.802 -0.1337
C 1.350 0.672 -2.115 0.0013
C 1.778 1.046 -3.387 -0.0193
C 2.534 2.200 -3.560 0.0086
C 2.884 2.997 -2.479 -0.0195
C 2.483 2.640 -1.197 0.0109
C 1.742 1.502 -1.077 0.0031
F 1.336 1.089 0.181 0.0067
H -2.345 -2.711 -3.282 -0.0001
H -2.436 -1.708 -1.832 0.0000
H -1.487 -3.209 -1.822 -0.0007
H 0.460 -3.231 -4.529 0.0003
H 1.326 -3.111 -2.994 -0.0005
H 1.721 -2.008 -4.334 -0.0002
H -1.939 -0.612 -4.749 0.0001
H -0.480 0.358 -4.929 0.0003
H -1.574 0.653 -3.574 -0.0005
H 1.533 0.431 -4.242 -0.0009
H 2.848 2.479 -4.557 0.0000
H 3.470 3.894 -2.625 -0.0010
H 2.730 3.228 -0.323 0.0004
C 2.942 -2.894 3.549 0.0014
N 3.226 -2.573 2.137 0.0013
C 4.261 -3.118 1.450 -0.0010
C 4.483 -2.846 0.148 0.0000
C 3.597 -1.941 -0.489 0.0000
N 2.552 -1.437 0.187 -0.0079
C 2.333 -1.796 1.478 -0.0147
O 1.279 -1.362 1.993 0.0140
N 3.791 -1.553 -1.742 0.0006
H 3.809 -3.398 3.964 -0.0002
H 2.061 -3.529 3.596 -0.0004
H 2.755 -1.970 4.088 0.0001
H 4.898 -3.786 2.012 -0.0001
H 5.312 -3.290 -0.381 -0.0001
H 4.543 -1.940 -2.284 0.0000
H 3.160 -0.898 -2.181 0.0018

---

# 3
37
Properties=species:S:1:pos:R:3:nbo_charge:R:1 method="wB97M-V/def2-TZVPD" lumo_energy_ev=-2.81 total_energy_ev=-16359.21492 total_charge=+1 smiles=CCCCCC[NH+]1Cc2ccccc2C1 de_lowest_kj_mol=6.9 multiplicity=1 largest_force_ev_per_a=0.974
C 4.856 0.517 0.130 -0.6120
H 4.701 -0.247 -0.627 0.1949
C 3.628 0.689 1.016 -0.3980
C 2.423 1.276 0.277 -0.3982
C 1.921 0.444 -0.905 -0.3949
H 1.105 0.989 -1.387 0.1977
H 2.723 0.351 -1.637 0.2263
C 1.452 -0.964 -0.527 -0.4382
C 0.218 -0.963 0.385 -0.2314
N -0.940 -1.679 -0.216 -0.3300
H -0.614 -2.602 -0.511 0.4414
C -2.071 -1.802 0.755 -0.2516
C -2.851 -0.539 0.523 0.0147
C -3.770 0.095 1.331 -0.2144
C -4.355 1.265 0.862 -0.1774
C -4.021 1.780 -0.380 -0.1810
C -3.093 1.140 -1.192 -0.1783
C -2.517 -0.023 -0.727 -0.0904
C -1.502 -0.921 -1.375 -0.2338
H -1.989 -1.616 -2.067 0.2382
H -0.719 -0.384 -1.908 0.2429
H -2.835 1.541 -2.160 0.2301
H -4.485 2.691 -0.723 0.2353
H -5.076 1.779 1.477 0.2354
H -4.031 -0.305 2.298 0.2309
H -2.674 -2.679 0.503 0.2378
H -1.703 -1.911 1.775 0.2405
H 0.449 -1.444 1.337 0.2308
H -0.111 0.057 0.591 0.2361
H 2.272 -1.482 -0.032 0.2360
H 1.239 -1.521 -1.443 0.2112
H 2.702 2.259 -0.107 0.2205
H 1.614 1.430 0.995 0.1916
H 3.365 -0.268 1.471 0.1830
H 3.877 1.371 1.831 0.2185
H 5.099 1.453 -0.367 0.2109
H 5.710 0.221 0.733 0.2250

---

# 4
42
Properties=species:S:1:pos:R:3:nbo_charge:R:1 method="wB97M-V/def2-TZVPD" lumo_energy_ev=0.52 total_energy_ev=-34821.90067 smiles="C[C@@H]1S[C@H](C)C(=O)N(CC(=O)NC2CCCCC2)C1=O" de_lowest_kj_mol=1126.5 multiplicity=1 largest_force_ev_per_a=19.997
C -0.778 -4.040 0.497 -0.6309
C -0.789 -2.672 0.838 -0.4687
C 0.683 -2.231 0.884 0.8126
O 1.577 -2.790 0.849 -0.4342
N 0.509 -0.658 0.979 -0.5448
C -0.262 0.276 1.468 0.6883
O -0.157 1.578 1.362 -0.6908
C -1.453 -0.449 2.152 -0.4467
C -1.392 0.214 3.537 -0.5865
H -1.398 1.304 3.594 0.2471
H -0.288 -0.130 4.048 0.1962
H -2.207 -0.106 4.038 0.2028
H -2.527 -0.082 1.773 0.2557
S -1.320 -2.256 2.409 0.3149
C 1.903 -0.098 0.449 -0.3179
H 2.855 -0.673 0.706 0.2701
H 2.107 0.917 1.245 0.2238
C 1.926 0.384 -0.930 0.5985
O 2.471 -0.536 -1.849 -0.7142
N 1.287 1.439 -1.183 -0.5866
H 0.633 1.823 -0.516 0.4394
C 1.004 1.936 -2.578 -0.0194
C -0.312 1.067 -3.070 -0.4349
C -1.510 1.601 -2.212 -0.4004
C -1.915 2.817 -2.554 -0.3244
C -0.652 3.665 -1.750 -0.4399
C 0.465 3.423 -2.469 -0.4283
H 1.572 3.711 -2.201 0.2264
H 0.562 3.789 -3.569 0.2157
H -0.782 4.848 -1.792 0.2130
H -0.493 3.424 -0.801 0.2032
H -2.865 3.276 -1.848 0.1857
H -2.000 3.261 -3.361 0.1892
H -2.653 1.050 -2.608 0.1658
H -1.591 1.272 -1.192 0.2338
H -0.414 1.224 -4.142 0.2117
H -0.379 -0.083 -3.060 0.2325
H 1.858 1.669 -3.045 0.2296
H -1.311 -1.968 0.006 0.2347
H -1.691 -4.326 0.369 0.2245
H -0.380 -4.164 -0.398 0.2256
H -0.011 -4.427 1.145 0.2277

---

# 5
47
Properties=species:S:1:pos:R:3:nbo_charge:R:1 method="wB97M-V/def2-TZVPD" lumo_energy_ev=0.37 total_energy_ev=-81531.85830 multiplicity=1 largest_force_ev_per_a=3.353
Zn 9.952 9.885 7.565 1.7028
C 11.198 9.086 5.168 -0.2105
O 10.101 9.185 5.892 -1.0435
H 11.151 9.748 4.256 0.1216
H 12.195 9.359 5.636 0.1265
H 11.307 8.062 4.798 0.1424
C 8.739 9.590 10.315 -0.2256
O 9.833 9.620 9.403 -1.0937
H 9.059 9.274 11.303 0.1583
H 8.188 10.573 10.351 0.1270
H 8.023 8.803 10.016 0.1660
C 9.276 6.344 7.257 -0.4775
N 7.750 6.294 7.357 0.5355
O 7.261 7.309 7.855 -0.3967
O 7.123 5.322 6.998 -0.3696
H 9.622 7.366 7.247 0.2464
H 9.422 5.791 6.350 0.2225
H 9.735 5.768 8.092 0.2273
C 13.385 8.262 9.502 -0.5095
N 13.964 8.958 8.341 0.5470
O 14.474 8.269 7.515 -0.3615
O 13.904 10.170 8.355 -0.4028
H 13.741 7.219 9.516 0.2293
H 12.314 8.501 9.477 0.2665
H 13.717 8.665 10.417 0.2285
N 11.450 11.462 7.536 -0.5658
C 11.683 12.063 8.669 0.0670
C 12.586 13.098 8.817 -0.2509
C 13.248 13.474 7.683 -0.1472
C 12.971 12.873 6.456 -0.2442
C 11.991 11.931 6.432 0.0482
H 11.115 11.705 9.550 0.2257
H 12.787 13.540 9.798 0.2257
H 13.833 14.385 7.749 0.2159
H 13.491 13.296 5.599 0.2285
H 11.597 11.417 5.579 0.2207
N 8.268 11.044 7.090 -0.5716
C 7.591 10.893 5.911 0.0567
C 6.361 11.472 5.748 -0.2551
C 5.854 12.218 6.773 -0.1510
C 6.582 12.459 7.924 -0.2433
C 7.823 11.862 8.028 0.0543
H 8.100 10.257 5.192 0.2437
H 5.853 11.395 4.772 0.2292
H 4.894 12.683 6.624 0.2186
H 6.133 13.009 8.728 0.2253
H 8.419 11.874 8.917 0.2131